Molecular formula: C4H11N2
Method: DFT, wB97M-V/def2-TZVPD

The multiplicity is 1. The calculation puts the gap between HOMO and LUMO at 7.08 eV. For the largest force on an atom, the calculation gives 0.014 hartree/bohr. As for the charge: +1. Its LUMO energy is -5.1 eV. The relative energy (zero: lowest compared OMol25 entry of this formula, charge and spin) comes out at 55.1 kcal/mol.

Each line ends with the natural charge from an NBO analysis.
Positions of all 17 atoms, in Å:
C  1.7069  -1.7848  -1.0077  -0.46
C  0.8101  -1.4328  -0.0935  -0.04
N  1.0847  -0.8814  1.1738  -0.86
H  2.7711  -1.7198  -0.8186  0.21
H  1.3756  -2.1699  -1.9602  0.22
H  -0.2442  -1.5266  -0.3323  0.17
H  2.0419  -1.0557  1.4585  0.39
H  0.4679  -1.2446  1.8906  0.38
C  -1.4522  0.8915  -1.1890  -0.43
C  -1.2306  1.6739  1.1364  0.14
N  -0.7414  1.4511  -0.0099  -0.37
H  -0.7067  0.4996  -1.8701  0.26
H  -1.9630  1.7382  -1.6442  0.25
H  -2.1519  0.1346  -0.8502  0.24
H  -2.2356  1.3334  1.3634  0.22
H  -0.6601  2.2283  1.8704  0.24
H  0.2573  1.6153  -0.1292  0.45

***

Molecular formula: C8H16N2O
Method: DFT, wB97M-V/def2-TZVPD

The multiplicity is 1. Its SMILES is CCCCCC1(CCO)N=N1. The calculation puts the gap between HOMO and LUMO at 9.87 eV. For the largest force on an atom, the calculation gives 0.065 hartree/bohr. Its LUMO energy is 0.7 eV. The relative energy (zero: lowest compared OMol25 entry of this formula, charge and spin) comes out at 62.0 kcal/mol.

Each line ends with the natural charge from an NBO analysis.
Positions of all 27 atoms, in Å:
C  -0.3623  -2.7420  1.6391  -0.61
C  -1.3134  -2.3859  0.5435  -0.40
C  -1.0056  -1.0148  -0.1152  -0.39
C  -1.2048  0.1970  0.8331  -0.41
C  -0.9797  1.5660  0.1565  -0.43
C  0.4013  2.0685  0.1391  0.08
C  1.5459  1.3295  -0.4713  -0.47
C  1.4377  1.1786  -1.9800  -0.05
O  2.5323  0.4869  -2.5478  -0.72
N  0.7850  2.9742  1.2555  -0.06
N  0.5880  3.5557  0.2534  -0.05
H  0.6841  -2.8027  1.2695  0.20
H  -0.3961  -2.0517  2.4938  0.20
H  -0.5492  -3.7463  2.1068  0.21
H  -2.3111  -2.3551  0.9940  0.20
H  -1.1920  -3.1463  -0.2437  0.20
H  0.0001  -1.0577  -0.5502  0.19
H  -1.6646  -0.8782  -1.0085  0.20
H  -2.2442  0.2300  1.2144  0.21
H  -0.4943  0.2130  1.6840  0.21
H  -1.5879  2.3650  0.5926  0.23
H  -1.3135  1.5308  -0.8983  0.21
H  2.5325  1.8101  -0.3613  0.23
H  1.6904  0.3547  0.0188  0.21
H  0.5343  0.6051  -2.2553  0.15
H  1.3707  2.1422  -2.5144  0.19
H  2.5163  -0.4266  -2.2482  0.46

***

Molecular formula: C17H26ClNOOs
Method: DFT, wB97M-V/def2-TZVPD

The multiplicity is 5. The calculation puts the gap between HOMO and LUMO (alpha / beta) at 3.24 / 3.28 eV. For the largest force on an atom, the calculation gives 0.072 hartree/bohr. As for the charge: +2. As for the expectation value of S²: 6.043. Its LUMO energy (alpha / beta) is -7.0 / -11.7 eV. The relative energy (zero: lowest compared OMol25 entry of this formula, charge and spin) comes out at 0.3 kcal/mol.

Each line ends with the natural charge from an NBO analysis.
Positions of all 47 atoms, in Å:
C  -3.9546  -1.2729  -2.6460  0.15
C  -4.7826  -1.7191  -1.4739  -0.69
C  -4.6475  -0.2292  -3.4726  -0.69
C  -3.4082  -2.3855  -3.4951  -0.69
Cl  -1.9733  0.0153  -1.7752  -0.33
H  -5.5623  -0.5875  -3.9873  0.23
H  -3.9683  0.1199  -4.2403  0.21
H  -4.9430  0.5981  -2.8427  0.21
H  -5.7317  -2.2187  -1.7786  0.23
H  -5.0813  -0.8590  -0.8774  0.21
H  -4.2718  -2.4278  -0.8346  0.21
H  -4.1992  -2.9508  -4.0363  0.23
H  -2.8524  -3.1221  -2.9283  0.21
H  -2.7597  -1.9658  -4.2646  0.21
C  0.5643  2.2198  1.1288  -0.22
C  -0.3246  3.0660  0.4132  -0.24
C  -1.5589  2.3672  0.2814  -0.19
H  -0.0812  4.0640  0.0131  0.29
C  -1.4407  1.0837  0.8882  -0.20
C  -0.1219  1.0022  1.4323  -0.26
H  0.2977  0.1534  1.9589  0.27
H  1.5913  2.4740  1.4338  0.26
H  -2.3923  2.6651  -0.3264  0.30
H  -2.1838  0.2970  0.8712  0.31
C  1.6736  -0.2331  -0.7645  -0.26
C  2.2078  1.0959  -0.7762  -0.24
C  1.7618  1.7485  -1.9616  -0.25
H  2.8532  1.5321  -0.0140  0.25
C  0.9597  0.8149  -2.6785  -0.22
C  0.9021  -0.4057  -1.9463  -0.21
H  0.2830  -1.2490  -2.1837  0.30
H  1.8087  -0.9589  0.0261  0.26
H  1.9830  2.7839  -2.2366  0.29
H  0.3643  1.0374  -3.5411  0.29
Os  0.0167  1.2021  -0.6510  0.82
C  3.1566  -0.0403  4.7201  -0.47
N  4.0432  -0.6811  3.7569  -0.04
C  5.4603  -0.7504  4.1198  -0.47
C  3.4867  -1.2845  2.6601  0.46
O  2.2540  -1.3231  2.4418  -0.37
H  3.7149  -0.0075  5.6725  0.26
H  2.2328  -0.6179  4.8174  0.29
H  2.9115  0.9933  4.4049  0.29
H  5.9004  -1.7207  3.8585  0.28
H  6.0753  0.0432  3.6396  0.30
H  5.5066  -0.6061  5.2151  0.27
H  4.2300  -1.7603  1.9792  0.20

***

Summary of E in hartree
-268.21707; -499.08713; -1343.39442
(order as listed above)